Entry from the OMol25 dataset: C4H3FN2O in the gas phase in a non-equilibrium geometry (the ωB97M-V functional and the def2-TZVPD basis).

Atoms and positions in Å:
1 N -3.04 -0.09 0.13
2 C -1.88 -0.23 0.02
3 C -0.46 -0.32 0.05
4 N 0.17 -1.38 -0.32
5 O 1.52 -1.22 -0.21
6 C 1.80 0.08 0.37
7 C 0.45 0.81 0.43
8 F 0.39 1.81 -0.53
9 H 2.50 0.60 -0.28
10 H 2.25 -0.09 1.38
11 H 0.19 1.24 1.39

Values from the calculation:
molecular weight: 114.08 g/mol
orbital gap: 0.3816 Ha
total charge: 0
lowest unoccupied orbital energy: -0.0083 Ha
energy relative to the best compared isomer or geometry (same formula, charge and spin): 291.7 kJ/mol